Below is a cluster of 8 separate species, C96H56O20 in total, with properties calculated with wB97M-V/def2-TZVPD.

Element x y z (Å)
O 16.69 26.89 16.98
C 16.54 25.70 17.34
C 15.93 25.33 18.75
C 15.49 26.32 19.62
C 14.88 25.94 20.82
C 14.78 24.58 21.16
C 15.12 23.64 20.22
C 15.70 23.94 19.03
C 15.96 22.84 18.03
O 15.68 21.64 18.16
C 16.71 23.21 16.79
C 17.00 22.19 15.85
C 17.73 22.58 14.70
C 18.02 23.92 14.39
C 17.65 24.89 15.35
C 16.98 24.58 16.52
H 15.54 27.31 19.22
H 14.34 26.71 21.40
H 14.43 24.31 22.18
H 14.89 22.63 20.45
H 16.86 21.18 16.14
H 17.95 21.78 13.98
H 18.61 24.23 13.54
H 17.71 25.97 15.07
O 16.68 20.37 12.56
C 15.69 20.55 11.87
C 15.73 20.03 10.46
C 16.85 19.34 10.00
C 17.01 18.97 8.68
C 16.14 19.46 7.70
C 15.10 20.27 8.14
C 14.86 20.47 9.51
C 13.73 21.42 9.84
O 13.08 21.97 8.97
C 13.42 21.60 11.30
C 12.23 22.19 11.70
C 11.90 22.23 13.03
C 12.87 21.90 13.96
C 14.18 21.44 13.68
C 14.40 21.23 12.31
H 17.66 19.15 10.70
H 17.95 18.50 8.45
H 16.19 19.24 6.62
H 14.36 20.70 7.45
H 11.51 22.39 10.86
H 10.86 22.46 13.28
H 12.61 21.98 15.05
H 14.89 21.33 14.44
O 25.68 21.51 12.89
C 26.65 20.85 12.50
C 27.99 20.94 13.17
C 28.11 21.78 14.28
C 29.31 21.95 14.99
C 30.38 21.18 14.61
C 30.33 20.34 13.52
C 29.10 20.18 12.78
C 29.06 19.32 11.63
O 30.05 18.68 11.28
C 27.75 19.26 10.86
C 27.69 18.42 9.79
C 26.49 18.27 9.09
C 25.33 18.90 9.51
C 25.33 19.73 10.66
C 26.55 19.88 11.35
H 27.23 22.23 14.69
H 29.27 22.63 15.83
H 31.28 21.14 15.16
H 31.25 19.78 13.30
H 28.56 17.96 9.38
H 26.36 17.66 8.19
H 24.37 18.67 8.99
H 24.47 20.29 10.98
O 24.55 13.76 17.10
C 25.18 14.10 16.09
C 25.13 15.48 15.49
C 24.43 16.48 16.26
C 24.27 17.71 15.68
C 24.83 17.99 14.45
C 25.65 17.11 13.78
C 25.82 15.85 14.34
C 26.57 14.85 13.53
O 27.22 15.17 12.54
C 26.51 13.42 14.04
C 27.28 12.50 13.38
C 27.16 11.20 13.72
C 26.41 10.80 14.90
C 25.84 11.81 15.66
C 25.89 13.11 15.22
H 23.91 16.38 17.19
H 23.66 18.36 16.27
H 24.62 19.01 14.07
H 26.16 17.45 12.91
H 27.81 12.93 12.53
H 27.54 10.43 13.09
H 26.26 9.73 14.95
H 25.31 11.57 16.59
O 19.82 26.22 17.77
C 20.60 25.30 17.57
C 20.56 23.95 18.22
C 19.43 23.66 19.03
C 19.26 22.35 19.50
C 20.28 21.46 19.38
C 21.41 21.77 18.59
C 21.57 23.00 17.97
C 22.83 23.22 17.17
O 23.76 22.47 16.99
C 22.74 24.51 16.38
C 23.71 24.66 15.39
C 23.71 25.76 14.58
C 22.63 26.60 14.71
C 21.67 26.59 15.68
C 21.70 25.45 16.52
H 18.82 24.44 19.39
H 18.42 22.22 20.19
H 20.31 20.51 19.89
H 22.21 21.07 18.58
H 24.53 23.90 15.25
H 24.55 25.93 13.92
H 22.60 27.47 14.01
H 20.88 27.29 15.77
O 15.30 14.42 18.11
C 16.07 15.35 18.22
C 17.35 15.29 17.52
C 17.73 14.09 16.97
C 19.04 13.91 16.52
C 19.95 14.91 16.60
C 19.69 16.14 17.19
C 18.36 16.28 17.69
C 17.97 17.55 18.42
O 18.72 18.54 18.41
C 16.65 17.63 19.06
C 16.24 18.86 19.48
C 14.88 19.04 19.93
C 14.08 17.94 20.01
C 14.52 16.71 19.59
C 15.81 16.56 19.05
H 17.01 13.35 16.78
H 19.33 13.00 16.06
H 20.94 14.77 16.21
H 20.29 17.11 17.20
H 17.10 19.55 19.48
H 14.66 20.00 20.27
H 13.17 18.04 20.60
H 13.93 15.79 19.68
O 19.55 26.13 11.97
C 20.60 25.57 11.53
C 20.67 24.26 11.00
C 21.89 23.76 10.77
O 22.17 22.47 10.51
C 23.19 24.61 10.83
O 24.23 24.11 10.50
C 23.04 26.02 11.10
C 21.80 26.47 11.42
O 21.46 27.71 11.60
H 19.84 23.52 10.97
H 21.41 21.85 10.78
H 23.91 26.66 10.96
H 20.44 27.62 11.74
O 20.75 20.38 11.59
C 20.76 20.27 12.81
C 19.63 19.71 13.56
C 19.77 19.46 14.86
O 18.92 18.92 15.60
C 21.10 19.76 15.59
O 21.13 19.39 16.74
C 22.15 20.42 14.86
C 22.04 20.60 13.54
O 23.03 21.07 12.80
H 18.77 19.53 13.01
H 19.30 18.93 16.52
H 23.02 20.80 15.38
H 23.85 21.27 13.28

Properties
- structure (SMILES) = O=C1c2ccccc2C(=O)c2ccccc21.O=C1c2ccccc2C(=O)c2ccccc21.O=C1c2ccccc2C(=O)c2ccccc21.O=C1c2ccccc2C(=O)c2ccccc21.O=C1c2ccccc2C(=O)c2ccccc21.O=C1c2ccccc2C(=O)c2ccccc21.O=C1C=C(O)C(=O)C=C1O.O=C1C=C(O)C(=O)C=C1O
- Kohn-Sham gap (eV) = 7.86
- highest occupied orbital energy (Eh) = -0.340

Here are the Löwdin charges for atoms 1 to 6, given in e: 0.069, -0.233, -0.047, -0.011, -0.055, -0.061